1.
{"formula": "C47H48AsBiN4O3S3Se2", "method": "wB97M-V/def2-TZVPD", "total_charge": 0, "max_force_ev_per_a": 3.1, "homo_energy_ev": [-6.000, -6.001], "de_lowest_kcal_mol": 85.79, "species": ["Bi", "S", "C", "C", "C", "C", "C", "C", "As", "C", "C", "C", "C", "C", "C", "C", "C", "C", "C", "C", "C", "H", "H", "H", "H", "H", "H", "H", "H", "H", "H", "H", "H", "H", "H", "O", "C", "C", "C", "O", "C", "Se", "C", "Se", "H", "H", "H", "H", "H", "H", "H", "H", "H", "H", "S", "C", "N", "C", "C", "N", "C", "C", "C", "C", "C", "C", "C", "C", "S", "C", "C", "C", "C", "C", "C", "C", "H", "H", "H", "H", "H", "H", "H", "H", "H", "H", "H", "H", "H", "H", "H", "H", "H", "H", "N", "C", "O", "C", "C", "C", "N", "C", "C", "H", "H", "H", "H", "H", "H"], "coordinates": [[-0.78401, 1.38036, 0.46785], [0.55991, 0.76525, 3.80878], [2.06444, 1.14870, 4.51517], [2.32556, 1.84171, 5.75557], [3.61796, 2.14096, 6.10849], [4.68656, 1.78611, 5.25446], [4.44497, 1.12577, 4.05159], [3.13757, 0.85678, 3.65451], [2.39854, 0.26051, 1.92547], [3.87491, 0.87214, 0.79219], [4.65650, 2.02869, 0.93992], [5.71604, 2.23722, 0.06200], [6.01883, 1.34831, -0.96207], [5.13706, 0.32470, -1.22662], [4.07945, 0.06225, -0.35147], [2.92283, -1.64667, 2.01144], [1.86596, -2.51800, 2.19725], [2.15073, -3.87905, 2.17435], [3.43102, -4.38952, 2.09092], [4.50451, -3.49356, 1.97175], [4.24664, -2.12392, 2.05659], [1.55628, 2.23504, 6.39285], [3.76492, 2.70637, 7.00166], [5.72322, 1.95657, 5.53774], [5.30824, 0.80229, 3.47991], [4.39686, 2.77183, 1.67732], [6.19886, 3.20059, 0.13251], [6.89856, 1.46728, -1.57519], [5.22746, -0.19898, -2.16263], [3.44180, -0.79019, -0.59902], [0.82364, -2.17091, 2.35202], [1.36958, -4.58098, 2.27649], [3.57845, -5.44720, 2.28830], [5.53002, -3.84215, 1.91959], [5.06678, -1.35706, 2.00400], [-1.98713, 7.57058, 0.77601], [-0.81087, 6.79171, 0.68163], [-1.01250, 5.37063, 0.14792], [-1.33608, 5.48251, -1.36863], [-2.45558, 6.32974, -1.62682], [-2.14342, 4.67982, 0.97213], [-2.99494, 3.01374, 0.15938], [0.36537, 4.67515, 0.37095], [0.90679, 3.05657, -0.66865], [-2.45730, 7.31930, -0.05402], [-0.33688, 6.77190, 1.68249], [-0.13940, 7.24666, -0.02395], [-1.53526, 4.48472, -1.70220], [-0.48492, 5.86602, -1.94046], [-3.24160, 5.81406, -1.87657], [-3.01644, 5.34204, 1.06317], [-1.77799, 4.35063, 1.97763], [0.51526, 4.42930, 1.40047], [1.18584, 5.31205, 0.06818], [-1.21099, -1.52557, 0.31089], [-0.85919, -1.79482, -1.36013], [-0.54395, -3.02269, -1.89820], [-0.21103, -3.06933, -3.29060], [0.76582, -1.98661, -3.62969], [0.10894, -0.70788, -3.39004], [0.75971, 0.48807, -3.95506], [0.41489, 0.68236, -5.42410], [1.42759, 0.56050, -6.40315], [1.04531, 0.83723, -7.73053], [-0.22496, 1.23380, -8.03534], [-1.20177, 1.34847, -7.05233], [-0.84998, 1.18607, -5.75133], [-0.72329, -0.62074, -2.28089], [-1.68747, 0.78108, -2.05784], [-0.59285, -4.24954, -1.11429], [-1.71549, -5.16568, -1.55136], [-3.05165, -4.71143, -1.63446], [-4.00245, -5.48585, -2.30004], [-3.61910, -6.75074, -2.75898], [-2.35945, -7.24618, -2.50830], [-1.42585, -6.48059, -1.86167], [-1.12956, -2.95037, -3.88673], [0.23531, -4.05030, -3.54453], [1.04634, -2.02763, -4.70187], [1.66274, -2.12765, -3.03897], [1.82997, 0.42625, -3.81626], [0.33448, 1.35069, -3.42675], [2.41007, 0.23252, -6.20378], [1.84750, 0.78619, -8.47358], [-0.55239, 1.37188, -9.09351], [-2.24375, 1.52524, -7.33628], [-1.60504, 1.46433, -4.98738], [-0.62917, -3.98386, -0.03596], [0.28245, -4.83665, -1.33043], [-3.30585, -3.70689, -1.27698], [-5.01711, -5.13898, -2.47203], [-4.30744, -7.32087, -3.39537], [-2.15702, -8.26863, -2.74192], [-0.44454, -6.95225, -1.66789], [-6.91544, -0.55570, 6.42735], [-6.60717, -1.23190, 5.25906], [-7.46982, -1.85431, 4.61889], [-5.27053, -0.92828, 4.61378], [-5.08275, -1.39889, 3.32122], [-3.91996, -1.04159, 2.65924], [-2.97264, -0.23250, 3.15275], [-3.15155, 0.18155, 4.40476], [-4.29981, -0.09413, 5.19320], [-7.69264, -0.96698, 6.93262], [-6.09990, -0.37708, 7.05105], [-5.71439, -2.10501, 2.80642], [-3.76465, -1.35924, 1.60919], [-2.34240, 0.78073, 4.79798], [-4.37972, 0.30201, 6.19777]], "forces_ev_per_angstrom": [[-0.2, 0.7, 1.0], [-2.7, -0.1, 0.9], [1.1, 1.3, 0.5], [-0.1, -0.7, -1.4], [0.6, -0.3, -1.3], [-0.1, -0.3, 0.4], [0.0, 0.0, 0.4], [-0.1, 0.3, 0.3], [0.9, 0.0, -0.4], [0.6, -0.9, -0.8], [-0.4, -0.9, -0.8], [-0.3, 0.6, 0.2], [0.0, 0.5, 0.2], [-0.6, -0.1, 0.3], [0.6, 0.7, -0.1], [0.1, 0.7, 1.0], [-0.3, -0.4, -0.5], [0.1, 0.1, 0.3], [0.5, 0.6, 0.1], [-0.2, 0.3, 0.8], [0.3, 0.7, -1.3], [-0.6, -0.3, 0.0], [0.4, 0.2, 0.5], [-0.2, 0.1, 0.1], [-0.1, 0.2, -0.3], [0.1, 0.0, 0.3], [0.6, -0.1, 0.1], [0.0, 0.3, -0.2], [0.2, -0.5, 0.0], [0.0, 0.2, 0.4], [0.9, -0.2, -0.3], [-1.0, -0.6, 0.3], [0.1, 0.0, -0.5], [-0.1, 0.0, 0.1], [-0.8, -1.0, 0.0], [-0.4, -0.7, -0.7], [0.0, 0.1, 1.0], [0.0, -0.6, 0.0], [0.1, -0.4, 0.7], [-0.5, 0.0, -0.1], [0.0, -0.6, -0.3], [0.9, 0.4, 0.4], [-0.5, -0.1, -1.0], [-0.2, 0.3, 0.0], [0.1, 0.6, 0.6], [-0.2, 0.0, -0.4], [0.7, 0.5, -0.2], [-0.1, -0.6, -0.5], [0.0, 0.1, 0.3], [0.6, 0.1, 0.2], [0.5, -0.2, 0.2], [-0.3, 0.6, -0.8], [0.0, -0.1, 0.7], [0.0, 0.5, 0.0], [0.2, -1.0, -2.3], [0.5, -1.6, 1.3], [-0.5, 2.2, 1.7], [-0.1, -1.0, -1.2], [-0.2, 0.0, -0.9], [-0.5, -0.1, 2.9], [-1.4, 0.5, -0.7], [1.4, 0.6, 0.3], [-3.0, 0.3, -0.5], [1.8, 0.0, 0.5], [-1.3, -0.3, -1.6], [-0.4, 0.2, -1.2], [-0.4, -0.3, 1.3], [0.2, 1.0, -2.3], [0.8, -1.0, 0.0], [-0.6, -0.3, 0.7], [-0.9, 0.6, 0.7], [0.4, 0.2, -0.6], [0.5, -0.3, 0.2], [-0.9, 0.3, -0.7], [-0.8, -0.4, 0.3], [1.1, -0.2, -0.2], [0.2, -0.1, 0.0], [-0.3, 0.4, 0.3], [-0.2, 0.0, 0.5], [0.4, 0.3, 0.3], [0.3, -0.2, 0.2], [0.5, -0.2, 0.1], [0.9, -0.3, 0.5], [-0.5, 0.0, 0.0], [0.6, 0.0, 0.9], [0.5, 0.3, 0.1], [0.7, -0.6, -0.2], [0.1, -0.1, -0.8], [0.8, 0.2, 0.2], [0.1, -0.3, -0.2], [0.2, 0.1, 0.1], [0.2, 0.1, 0.5], [0.3, -0.4, -0.3], [-0.4, 0.7, -0.1], [1.5, -0.7, 0.8], [-1.7, 0.0, -1.5], [1.5, 0.7, 1.4], [-0.3, 0.4, 0.6], [1.1, -0.3, -0.2], [0.2, 0.4, -0.8], [-0.5, -0.5, 0.2], [-0.5, 0.2, 0.6], [0.5, -0.7, -1.5], [0.0, 0.2, -0.2], [-1.1, -0.1, -0.8], [-0.5, 0.2, 0.4], [-0.1, 0.1, 0.7], [0.1, 0.1, 0.1], [0.0, 0.0, -0.2]]}



2.
{"formula": "C47H48AsBiN4O3S3Se2", "method": "wB97M-V/def2-TZVPD", "total_charge": 0, "max_force_ev_per_a": 3.0, "homo_energy_ev": -6.963, "de_lowest_kcal_mol": 84.11, "species": ["Bi", "S", "C", "C", "C", "C", "C", "C", "As", "C", "C", "C", "C", "C", "C", "C", "C", "C", "C", "C", "C", "H", "H", "H", "H", "H", "H", "H", "H", "H", "H", "H", "H", "H", "H", "O", "C", "C", "C", "O", "C", "Se", "C", "Se", "H", "H", "H", "H", "H", "H", "H", "H", "H", "H", "S", "C", "N", "C", "C", "N", "C", "C", "C", "C", "C", "C", "C", "C", "S", "C", "C", "C", "C", "C", "C", "C", "H", "H", "H", "H", "H", "H", "H", "H", "H", "H", "H", "H", "H", "H", "H", "H", "H", "H", "N", "C", "O", "C", "C", "C", "N", "C", "C", "H", "H", "H", "H", "H", "H"], "coordinates": [[-0.30213, 0.30610, 0.55068], [0.53917, -0.95123, 2.82520], [-0.38858, -2.47671, 2.94778], [-1.54766, -2.52800, 3.73547], [-2.12972, -3.75518, 4.01466], [-1.66187, -4.92373, 3.31640], [-0.54317, -4.85416, 2.49465], [0.14472, -3.65299, 2.33633], [1.80420, -3.38235, 1.24796], [1.46628, -5.00972, 0.29635], [1.92113, -6.29704, 0.72229], [1.76831, -7.43591, -0.04297], [1.00215, -7.39206, -1.18325], [0.59983, -6.16625, -1.66528], [0.78476, -5.00759, -0.91851], [3.17542, -4.11652, 2.47583], [3.28364, -3.80073, 3.81352], [4.36014, -4.18861, 4.62851], [5.35777, -4.94876, 4.08454], [5.39714, -5.08271, 2.69031], [4.26469, -4.77523, 1.92324], [-1.96635, -1.59932, 4.14745], [-2.95618, -3.83221, 4.71771], [-2.16217, -5.87518, 3.52534], [-0.12897, -5.75630, 2.04468], [2.46710, -6.29104, 1.64574], [2.25598, -8.39070, 0.24002], [0.72446, -8.36253, -1.61752], [0.15755, -6.09156, -2.66749], [0.28266, -4.08899, -1.25511], [2.38792, -3.36951, 4.22555], [4.34481, -3.99556, 5.72303], [6.14640, -5.28987, 4.72041], [6.23071, -5.55520, 2.19391], [4.23643, -5.08909, 0.87699], [-4.91158, 2.79741, 2.51705], [-3.76758, 3.03548, 1.65573], [-3.83353, 2.35454, 0.31102], [-5.03836, 3.00191, -0.40849], [-5.00985, 2.46040, -1.78703], [-2.56650, 2.72844, -0.48596], [-0.77714, 2.90239, 0.47383], [-4.13251, 0.82061, 0.31835], [-2.99314, -0.61525, 1.01209], [-5.19214, 3.63170, 2.94225], [-2.84979, 2.74252, 2.20752], [-3.72526, 4.13069, 1.43487], [-4.86667, 4.11379, -0.41842], [-5.97494, 2.78132, 0.11759], [-5.83434, 2.69501, -2.23551], [-2.57648, 3.70002, -0.92007], [-2.40039, 1.90991, -1.22990], [-4.32315, 0.50808, -0.72073], [-5.10655, 0.68978, 0.84195], [2.25521, 1.29767, 1.65186], [2.91060, 2.28045, 0.36266], [3.34179, 3.56102, 0.62925], [3.82559, 4.47040, -0.51753], [4.41234, 3.61415, -1.56418], [3.42789, 2.60480, -1.99697], [3.19143, 2.33787, -3.38940], [1.95076, 2.95341, -4.00599], [0.99128, 2.04522, -4.46156], [-0.18880, 2.40572, -5.15836], [-0.31707, 3.81501, -5.41769], [0.64114, 4.74645, -5.01003], [1.76399, 4.28159, -4.32038], [2.87305, 1.82393, -1.03850], [2.15551, 0.29426, -1.43992], [3.70482, 3.93847, 1.97087], [2.71261, 4.82871, 2.74619], [1.51531, 5.37528, 2.23504], [0.76665, 6.17491, 3.06331], [1.11022, 6.42383, 4.42489], [2.38045, 6.00754, 4.85115], [3.12327, 5.14107, 4.03587], [4.52799, 5.20283, -0.12869], [2.95688, 5.05079, -0.88133], [5.33906, 3.07345, -1.18989], [4.72372, 4.23440, -2.42507], [2.95372, 1.22828, -3.42772], [4.05374, 2.49380, -4.06261], [1.20296, 0.98253, -4.31396], [-0.92955, 1.60707, -5.42154], [-1.19086, 4.15624, -5.83557], [0.47866, 5.78634, -5.11042], [2.44505, 4.97361, -3.83627], [4.67716, 4.39333, 1.97456], [3.82507, 3.05554, 2.56766], [1.13107, 5.11145, 1.21156], [-0.16214, 6.59927, 2.71599], [0.39762, 7.01908, 4.97341], [2.75677, 6.16481, 5.86420], [4.03400, 4.67252, 4.41042], [-6.82363, -2.57651, -4.30147], [-5.63177, -1.91895, -4.47786], [-5.40028, -1.03190, -5.29574], [-4.48852, -2.41602, -3.60114], [-3.62622, -1.44693, -3.07636], [-2.66597, -1.88856, -2.15965], [-2.49112, -3.17117, -1.79767], [-3.30962, -4.06759, -2.32916], [-4.25210, -3.76350, -3.28705], [-7.60973, -2.12074, -4.80133], [-7.00264, -3.02803, -3.39563], [-3.77058, -0.37905, -3.21002], [-2.11181, -1.15759, -1.58371], [-3.17070, -5.10391, -2.05638], [-4.85096, -4.51896, -3.80271]], "forces_ev_per_angstrom": [[-0.7, -1.6, 0.7], [-0.7, 0.2, -0.2], [0.4, -0.3, -0.5], [0.0, 0.1, 0.3], [0.4, -1.2, -1.3], [-0.5, 1.1, 1.3], [0.2, -0.1, 0.3], [-0.3, 1.6, 0.5], [-0.7, -0.4, 0.8], [0.2, -2.6, -0.8], [0.4, 1.6, -0.3], [0.3, -0.7, 1.0], [0.1, -0.8, -0.5], [-0.7, 0.1, -0.7], [-0.3, 0.8, 0.0], [0.6, 0.2, -0.2], [-0.8, 0.0, 0.6], [-1.4, 0.0, 0.7], [0.7, 0.9, -1.0], [-1.0, -0.8, 0.0], [1.1, 0.0, -0.3], [0.4, -0.5, -0.1], [0.1, 0.0, -0.3], [0.3, 0.3, -0.2], [-0.3, 0.2, 0.0], [0.2, -0.5, 0.2], [-0.6, 0.7, 0.1], [0.3, 0.7, -0.4], [-0.2, 0.0, 0.6], [0.5, -0.3, -0.1], [0.0, 0.6, 0.6], [-0.1, -0.1, -1.0], [0.5, -0.2, 0.1], [0.1, -0.2, 0.1], [0.2, 0.3, 0.2], [0.0, 0.4, -0.4], [0.2, 0.7, 1.4], [-0.4, -0.3, 0.0], [0.8, 0.0, -1.4], [-0.6, 0.8, 1.1], [1.0, -2.0, 0.3], [-0.6, 0.0, 0.1], [-0.9, 0.2, -0.4], [1.2, 0.8, 0.5], [0.4, -0.7, -0.5], [-0.5, 0.2, -0.4], [0.3, -0.6, 0.3], [-0.3, -0.9, -0.2], [0.2, -0.1, -0.2], [0.2, 0.0, 0.2], [-0.5, 0.6, -0.7], [-0.2, 1.1, 0.2], [0.1, 0.4, 0.3], [0.7, 0.1, -0.1], [1.4, 1.5, -1.8], [-0.8, 0.9, 2.7], [0.7, -0.8, -1.9], [-1.5, -0.4, 1.7], [1.1, -0.7, -0.9], [0.3, 0.6, 1.1], [-0.5, -1.9, -1.1], [-0.6, -0.7, -0.9], [-0.9, -0.8, -0.8], [1.3, 1.3, 0.6], [1.3, -2.1, 1.2], [0.2, -2.0, 0.6], [0.0, 0.8, 0.9], [-0.8, -2.1, -1.9], [0.9, 2.0, 0.6], [-1.3, 0.5, 0.8], [0.2, 0.1, -0.6], [0.7, -0.9, -0.8], [-0.4, 0.2, 1.6], [1.0, 0.0, -2.0], [-0.7, -1.0, 0.3], [-0.3, 0.5, 0.0], [0.2, -0.2, 0.2], [0.3, -0.4, 0.0], [-0.9, 0.6, -0.3], [-0.3, -0.4, 0.3], [0.7, 1.2, 0.0], [0.0, 0.3, 0.8], [-0.3, 0.3, 0.1], [0.7, 1.2, 0.1], [-1.9, 0.8, -1.2], [-0.1, 0.8, -0.3], [0.1, 0.4, -0.4], [0.5, 0.6, -0.3], [-0.1, -0.7, 0.1], [0.6, 0.4, 1.1], [-0.2, -0.1, -0.2], [0.3, 0.1, 0.5], [-0.3, 0.2, -0.3], [-0.1, 0.3, 0.0], [-0.6, 0.8, -0.2], [1.4, 0.0, -0.4], [-1.0, -0.9, 0.8], [0.2, 0.4, -0.1], [-0.1, -0.7, 0.9], [-0.4, -0.4, -0.1], [-0.2, 0.8, 0.2], [0.6, -0.3, -0.7], [-1.3, 0.8, -0.6], [0.7, -0.7, 0.7], [0.1, 0.4, -0.9], [-0.1, -0.2, -0.3], [0.3, -0.1, -0.3], [0.2, -0.1, 0.2], [0.2, 0.1, 0.5]]}